# 1
The following is a quantum chemistry calculation of a 2-piece molecular cluster, C12H17BrN3O2 overall at a distorted geometry, from OMol25.

- Largest force on an atom: 3.16 eV/A
- Net charge: -1
- Multiplicity: 1
- DFT total energy: -3356.1889 hartree
- Lowest unoccupied orbital energy: 2.79 eV

Atoms and positions in Å:
C (2.44783, -2.17861, 1.20710)
C (1.95389, -1.12574, 0.14196)
C (3.03505, -0.48050, -0.62225)
C (2.73084, 0.48008, -1.66453)
C (1.33960, 0.79886, -1.94982)
C (0.25172, 0.16015, -1.16196)
C (0.54437, -0.82020, -0.10650)
C (-0.62015, -1.51795, 0.70662)
C (-1.77019, -1.83529, -0.32141)
N (-1.52143, -3.20987, -0.85687)
C (-3.18265, -1.94903, 0.37654)
C (-3.52250, -0.78699, 1.34896)
O (-3.51878, -1.00729, 2.52546)
Br (-3.98373, 1.05146, 0.79447)
H (2.95054, -1.69369, 2.07991)
H (3.25252, -2.76672, 0.67407)
H (1.66090, -2.91554, 1.48383)
H (4.09474, -0.74679, -0.40544)
H (3.59326, 0.91622, -2.21885)
H (1.14157, 1.52923, -2.76851)
H (-0.79079, 0.44379, -1.41370)
H (-0.90114, -0.80266, 1.52477)
H (-0.21021, -2.45581, 1.19946)
H (-1.14418, -3.82779, -0.12581)
H (-0.92694, -3.17523, -1.68044)
H (-3.31325, -2.96182, 0.87554)
H (-3.95363, -1.92708, -0.44856)
C (0.21197, 4.01913, -0.37772)
O (0.60447, 3.82232, -1.51113)
N (0.06322, 5.27266, 0.15252)
N (-0.10915, 3.00210, 0.44333)
H (-0.26000, 5.44879, 1.08486)
H (0.29505, 6.05035, -0.43875)
H (0.00069, 2.07036, 0.07143)
H (-0.44351, 3.11911, 1.38142)

Cartesian forces, eV/Å:
C 0.4 0.1 -1.4
C 0.4 0.8 -0.6
C -2.3 0.4 -0.4
C -1.2 -1.2 1.2
C 0.4 -1.5 1.6
C 2.5 0.1 -0.4
C 1.4 0.6 -0.6
C 0.2 0.7 -1.2
C 0.0 -0.4 1.1
N -0.6 1.0 0.0
C -0.2 0.5 -1.6
C 0.6 -2.8 1.2
O -0.2 1.0 -0.5
Br 0.1 -0.2 -0.4
H -0.7 -0.4 -0.5
H -0.7 0.5 0.7
H 0.6 0.8 0.1
H -0.9 0.2 -0.2
H -1.0 -0.2 0.3
H -0.1 -0.7 1.0
H 0.8 -0.6 0.4
H 0.0 -0.5 -0.6
H -0.4 0.8 -0.3
H 0.2 0.0 -0.4
H 0.0 -0.2 0.5
H 0.0 1.2 0.3
H 0.7 0.0 0.7
C 0.0 -0.3 0.0
O 0.2 0.5 -0.5
N 0.1 0.6 0.0
N -0.1 -0.5 0.5
H 0.0 -0.1 0.0
H 0.0 -0.1 0.1
H 0.0 -0.1 0.1
H 0.0 0.0 -0.1

# 2
The following is a quantum chemistry calculation of C30H64MgO20S6 as an isolated structure at a distorted geometry, from OMol25.

- Largest force on an atom: 2.04 eV/A
- Multiplicity: 1
- Energy above the lowest of the compared OMol25 structures with the same formula, charge and spin: 0.000 eV
- DFT total energy: -5275.4703 hartree
- Lowest unoccupied orbital energy: -0.29 eV

Atoms and positions in Å:
Mg (-23.28232, 1.34520, -3.98899)
O (-21.55601, 0.42762, -4.28671)
C (-20.89592, 1.36007, -5.12770)
C (-21.84554, 2.24587, -6.01679)
O (-23.02980, 2.67640, -5.42251)
H (-20.13317, 0.95798, -5.81974)
H (-20.39124, 1.96677, -4.35061)
H (-22.04407, 1.69215, -6.96286)
H (-21.31746, 3.14569, -6.39623)
C (-24.75204, 3.17653, -8.80204)
C (-24.83877, 4.05899, -10.03527)
C (-26.15066, 4.83722, -10.19944)
O (-25.72546, 6.11873, -10.64612)
C (-24.38146, 6.21947, -10.51581)
O (-23.76773, 7.17527, -10.86455)
O (-23.85071, 5.09726, -10.02186)
H (-23.79221, 2.66326, -8.76449)
H (-25.49152, 2.38082, -8.93454)
H (-24.95628, 3.73052, -7.88839)
H (-24.64849, 3.47683, -10.94301)
H (-26.64653, 4.88331, -9.22366)
H (-26.83277, 4.42253, -10.93829)
C (-20.53963, -2.67546, -5.06836)
C (-21.53367, -2.35224, -6.16792)
C (-20.95545, -1.67803, -7.40278)
O (-21.39508, -2.49429, -8.48071)
C (-21.92235, -3.63237, -8.01816)
O (-22.30769, -4.52683, -8.70564)
O (-21.99733, -3.62765, -6.67318)
H (-19.79790, -1.90917, -4.84890)
H (-19.91781, -3.52126, -5.38502)
H (-21.01872, -3.04751, -4.16485)
H (-22.45244, -1.88409, -5.81417)
H (-19.86213, -1.68163, -7.30552)
H (-21.16432, -0.61511, -7.51924)
C (-23.45786, 6.31263, -6.80731)
C (-24.79857, 6.18409, -6.11461)
C (-24.85533, 5.21587, -4.91970)
O (-25.78679, 5.86936, -4.05559)
C (-25.74544, 7.19310, -4.28534)
O (-26.13291, 8.05088, -3.56352)
O (-25.19154, 7.40904, -5.49629)
H (-23.52674, 7.07020, -7.59122)
H (-23.14090, 5.36779, -7.24627)
H (-22.66083, 6.68024, -6.15928)
H (-25.62144, 5.94661, -6.79954)
H (-23.90057, 5.02031, -4.43494)
H (-25.32026, 4.29069, -5.25093)
C (-17.55221, 3.69116, -9.32643)
C (-17.51853, 3.82329, -7.80695)
C (-18.31001, 2.74921, -7.04222)
O (-17.36834, 2.20692, -6.13105)
C (-16.14939, 2.69580, -6.36014)
O (-15.17576, 2.42715, -5.73665)
O (-16.16746, 3.54657, -7.41058)
H (-16.87225, 4.42974, -9.74156)
H (-18.58020, 3.85956, -9.66310)
H (-17.31295, 2.67801, -9.64368)
H (-17.77531, 4.83382, -7.48379)
H (-18.73498, 1.97598, -7.68473)
H (-19.17221, 3.20165, -6.55692)
C (-26.48337, 1.31805, -6.10400)
S (-25.65047, -0.26992, -5.71566)
O (-24.43939, 0.02085, -4.87620)
C (-24.96869, -0.54623, -7.38362)
H (-26.68735, 1.53584, -7.15139)
H (-25.78575, 2.08800, -5.76708)
H (-27.41552, 1.33217, -5.54211)
H (-23.95432, -0.94338, -7.32430)
H (-24.69233, 0.44849, -7.75620)
H (-25.68810, -1.02469, -8.03843)
C (-25.48896, 2.94233, -1.06192)
S (-26.21310, 2.56328, -2.67279)
O (-25.06793, 2.12479, -3.53341)
C (-27.07953, 1.05660, -2.12723)
H (-25.07283, 2.07066, -0.55556)
H (-26.24798, 3.37519, -0.40704)
H (-24.64992, 3.62708, -1.16563)
H (-27.38986, 0.47102, -2.99298)
H (-27.96350, 1.44742, -1.61763)
H (-26.52297, 0.38339, -1.47978)
C (-18.82363, 7.62547, -5.68144)
S (-18.93617, 6.46993, -4.29984)
O (-19.58730, 7.17546, -3.15265)
C (-20.21556, 5.33539, -4.90422)
H (-17.85851, 8.13000, -5.66064)
H (-19.58892, 8.40213, -5.70444)
H (-18.88230, 7.07714, -6.62469)
H (-21.23028, 5.66880, -4.68550)
H (-20.05647, 4.31498, -4.56157)
H (-20.20967, 5.33385, -5.99999)
C (-21.57481, 4.73461, -1.54088)
S (-21.37771, 2.95886, -1.87692)
O (-22.64097, 2.51611, -2.53863)
C (-21.46632, 2.26987, -0.20280)
H (-21.65222, 5.25795, -2.49026)
H (-20.62181, 5.08327, -1.13192)
H (-22.36667, 4.96206, -0.83129)
H (-20.89768, 2.81747, 0.55533)
H (-20.97809, 1.29626, -0.21171)
H (-22.49642, 2.24815, 0.14758)
C (-22.16099, -1.72669, -1.65018)
S (-23.86745, -1.12542, -1.64446)
O (-23.82482, 0.21865, -2.28731)
C (-24.48904, -2.33061, -2.84610)
H (-22.13154, -2.74987, -1.28273)
H (-21.63202, -1.01326, -1.01851)
H (-21.68776, -1.62858, -2.62938)
H (-24.29320, -3.33834, -2.47198)
H (-24.01758, -2.23520, -3.82259)
H (-25.57109, -2.25514, -2.95725)
C (-17.43026, -0.06135, -4.01798)
S (-17.77004, -1.12709, -2.60103)
O (-16.51258, -1.04350, -1.74582)
C (-18.96465, -0.03765, -1.77279)
H (-18.27146, -0.06357, -4.71641)
H (-16.58946, -0.49322, -4.56155)
H (-17.17525, 0.97075, -3.78905)
H (-19.32976, -0.54846, -0.88156)
H (-19.81717, 0.16876, -2.43184)
H (-18.46866, 0.88343, -1.46866)

Cartesian forces, eV/Å:
Mg 0.5 0.0 -0.1
O 0.0 -0.2 -1.3
C -0.7 0.4 1.3
C -0.4 0.4 -0.2
O 0.5 -0.6 -0.1
H 0.1 -0.4 0.2
H 0.6 0.7 -0.8
H -0.1 -0.4 0.0
H 0.5 -0.2 0.1
C -0.1 -0.1 -0.8
C -0.1 -0.4 -0.3
C 0.2 -0.3 0.4
O -0.1 -0.1 0.2
C 0.0 0.7 -0.7
O 0.1 0.1 0.3
O 0.0 -0.3 0.4
H 0.1 0.3 0.3
H -0.1 0.1 0.1
H 0.1 -0.1 0.1
H 0.0 -0.1 0.1
H -0.1 0.4 -0.1
H 0.1 -0.1 0.0
C 0.6 -0.5 -0.1
C -0.5 -0.4 0.7
C 1.1 0.1 0.8
O 0.3 0.8 -0.4
C -0.6 -0.8 0.2
O 0.1 0.1 0.0
O 0.1 0.0 -0.6
H -0.5 0.5 0.1
H -0.2 0.0 -0.3
H -0.1 0.4 0.1
H 0.4 0.5 0.3
H 0.0 -0.4 -0.4
H -0.8 -0.2 -0.2
C -0.1 0.5 -0.3
C 0.1 -0.4 0.6
C -0.6 -0.2 -1.1
O 0.1 -0.2 0.8
C 0.3 0.1 -0.5
O -0.2 0.0 0.2
O 0.4 0.9 0.0
H -0.1 -0.2 -0.2
H -0.1 -0.1 0.0
H -0.2 -0.2 0.4
H 0.3 -0.1 -0.2
H 0.0 0.0 0.0
H 0.4 -0.2 0.3
C -0.9 0.2 0.6
C 0.5 -0.9 -0.8
C -0.5 0.7 -0.6
O -0.9 -0.3 0.4
C 0.7 0.5 -0.3
O 0.0 -0.2 0.1
O 0.1 0.2 0.4
H 0.0 -0.1 -0.3
H 0.1 0.3 -0.1
H 0.4 0.0 0.1
H 0.0 0.0 0.0
H 0.4 -0.2 -0.1
H 0.2 -0.2 0.5
C 0.2 0.1 0.3
S 0.6 0.2 -0.8
O -1.0 -1.0 -1.0
C 0.7 1.5 0.1
H 0.0 -0.7 -0.1
H 0.0 -0.1 0.2
H 0.0 0.2 0.1
H -0.5 -1.0 0.3
H -0.5 0.0 -0.1
H 0.2 -0.3 0.0
C 0.0 0.1 0.7
S 1.2 -1.0 0.4
O -1.6 1.1 0.1
C -0.4 0.2 -0.1
H -0.2 -0.3 -0.4
H -0.1 0.1 -0.2
H -0.3 0.2 -0.4
H -0.1 0.3 -0.2
H -0.1 -0.3 0.1
H 0.3 0.4 0.1
C -0.1 0.2 -0.7
S -0.6 0.0 0.5
O 0.3 0.0 -0.1
C -0.2 0.2 -1.3
H 0.1 -0.1 0.3
H -0.2 -0.2 0.4
H 0.1 -0.1 0.1
H 0.2 0.2 0.5
H 0.1 0.1 0.2
H 0.3 -0.2 0.1
C 0.8 -0.3 0.3
S 0.2 0.4 0.1
O 0.3 1.0 1.0
C 0.4 0.4 0.6
H -0.4 -0.2 0.0
H 0.0 -0.1 0.1
H -0.2 -0.1 -0.2
H 0.1 0.4 -0.4
H -0.4 -0.2 -0.3
H -0.1 -0.2 -0.3
C 0.0 0.5 0.0
S 0.5 -0.7 -0.7
O -0.3 -0.4 0.8
C -0.2 -0.4 -0.1
H 0.1 0.1 0.2
H 0.0 -0.3 0.3
H -0.4 0.0 -0.2
H 0.1 0.1 0.2
H 0.1 0.3 0.1
H 0.0 0.3 0.1
C -0.2 -0.2 -0.7
S 1.4 1.1 0.9
O -1.3 -0.4 -0.8
C -0.3 -0.1 -0.2
H -0.2 0.0 0.2
H 0.1 -0.1 0.2
H -0.1 -0.1 0.5
H 0.2 -0.1 0.0
H 0.1 0.0 -0.2
H 0.2 0.0 -0.1

# 3
The following is a quantum chemistry calculation of C5H7NO in the gas phase at a distorted geometry, from OMol25.

- Largest force on an atom: 10.87 eV/A
- SMILES: NCc1ccco1
- Multiplicity: 1
- Energy above the lowest of the compared OMol25 structures with the same formula, charge and spin: 4.506 eV
- DFT total energy: -324.5589 hartree
- Lowest unoccupied orbital energy: 1.04 eV

Atoms and positions in Å:
N (-2.49060, 0.51667, 0.16103)
C (-1.58723, -0.77610, -0.29769)
C (-0.12398, -0.24959, -0.03432)
C (0.34037, 1.10565, -0.23236)
C (1.73924, 0.86956, 0.04824)
C (2.04088, -0.39566, 0.02235)
O (0.91232, -1.07284, 0.13276)
H (-3.42677, 0.18122, 0.29158)
H (-2.06820, 1.12057, 1.08240)
H (-1.62994, -1.46648, 0.78351)
H (-2.12648, -1.08568, -1.09697)
H (-0.41150, 1.86507, -0.52817)
H (2.33156, 1.93413, 0.12603)
H (3.01127, -0.90610, 0.11502)

Cartesian forces, eV/Å:
N 3.2 0.6 1.1
C 1.6 3.1 10.3
C -1.6 3.1 -3.4
C -1.6 -5.0 1.5
C 0.7 9.0 -1.5
C 2.4 -1.3 1.6
O -1.7 -2.6 -0.8
H -0.3 0.0 0.6
H -1.7 -2.9 -3.3
H -0.4 0.8 -3.6
H -0.4 -1.4 -2.8
H 1.3 -0.1 0.5
H -0.6 -3.5 -0.3
H -0.9 0.1 0.1

# 4
The following is a quantum chemistry calculation of an isolated ion of composition C4H5ClO3P and charge -1 at a distorted geometry, from OMol25.

- Largest force on an atom: 3.01 eV/A
- SMILES: C[C@H]1O[P@@](=O)([O-])C=C1Cl
- Net charge: -1
- Multiplicity: 1
- Energy above the lowest of the compared OMol25 structures with the same formula, charge and spin: 0.000 eV
- DFT total energy: -1182.8189 hartree
- Lowest unoccupied orbital energy: 3.22 eV

Atoms and positions in Å:
C (-0.45267, 0.73512, 1.38901)
C (-0.09644, -0.65461, 0.77211)
O (-1.12068, -1.05098, -0.11662)
P (-0.80165, -0.22968, -1.65459)
O (-1.17209, -1.22661, -2.68892)
O (-1.26968, 1.18256, -1.67356)
C (1.02849, -0.13084, -1.24616)
C (1.14980, -0.41604, 0.01480)
Cl (2.61057, -0.12715, 0.98768)
H (-1.11329, 1.04568, 0.54457)
H (0.42099, 1.46946, 1.54032)
H (-0.96276, 0.63290, 2.35452)
H (-0.00165, -1.34712, 1.66054)
H (1.78107, 0.11730, -1.88370)

Cartesian forces, eV/Å:
C 0.2 0.7 -0.5
C -0.4 0.2 2.4
O 1.0 1.0 -0.9
P 0.4 -1.2 0.4
O 0.2 0.3 0.1
O -0.2 -0.2 0.2
C -2.7 -1.2 0.4
C 0.9 0.1 0.7
Cl -0.1 -0.4 -0.2
H 0.3 0.9 1.2
H -1.2 -1.3 -0.4
H -0.2 0.1 -0.3
H 0.1 0.1 -1.3
H 1.9 0.9 -1.7

| no. | HOMO level (eV) |
| --- | --- |
| 1 | -2.14 |
| 2 | -7.64 |
| 3 | -8.55 |
| 4 | -5.24 |